The following is a quantum chemistry calculation of C23H20Cl5N7O3S3Tl as an isolated structure, from the OMol25 dataset.

CARTESIAN COORDINATES (ANGSTROEM)
1 Tl -0.1426 -0.5067 -0.2149
2 Cl -3.1961 -1.8103 -1.2591
3 C -3.2990 -0.8756 0.1966
4 C -2.1557 -0.2891 0.6865
5 C -2.2106 0.4527 1.8483
6 Cl -0.7355 1.1907 2.4234
7 C -3.4019 0.6250 2.5441
8 Cl -3.4485 1.5475 3.9918
9 C -4.5607 0.0297 2.0393
10 Cl -6.0463 0.2263 2.8699
11 C -4.5142 -0.7226 0.8621
12 Cl -5.9388 -1.4506 0.2455
13 C -0.5670 -5.1469 3.7180
14 N 0.5714 -4.9060 2.8575
15 C 1.6268 -5.9011 2.6840
16 C 2.5386 -5.2627 1.6191
17 N 2.0023 -3.9073 1.5423
18 C 0.8326 -3.7766 2.2024
19 S -0.1151 -2.3782 2.2068
20 H -0.8918 -6.1783 3.5878
21 H -1.3728 -4.4738 3.4383
22 H -0.3122 -4.9826 4.7667
23 H 1.1974 -6.8489 2.3599
24 H 2.1520 -6.0675 3.6268
25 H 2.4690 -5.7726 0.6577
26 H 3.5806 -5.2525 1.9325
27 H 2.2537 -3.2421 0.8327
28 O 1.2243 9.1159 -5.6265
29 S 1.2001 7.7071 -5.8478
30 O 2.2629 6.8985 -5.3522
31 O 0.4168 7.1896 -6.9583
32 C -0.4683 7.1582 -4.6406
33 N -1.4612 7.9781 -4.6900
34 C -2.4542 7.6225 -3.8646
35 C -2.3774 6.4784 -3.0796
36 C -1.2330 5.6982 -3.1698
37 N -0.2436 6.0702 -4.0024
38 C -1.0000 4.4423 -2.4050
39 C -1.9728 3.8729 -1.5933
40 C -1.6854 2.6933 -0.9278
41 N -0.5094 2.0740 -1.0250
42 C 0.4238 2.6227 -1.8071
43 C 0.2273 3.7981 -2.5088
44 H -3.3239 8.2666 -3.8435
45 H -3.2013 6.2184 -2.4331
46 H -2.9508 4.3160 -1.4713
47 H -2.4297 2.2228 -0.2966
48 H 1.3666 2.0905 -1.8704
49 H 1.0082 4.2029 -3.1369
50 C 2.8340 -0.5164 3.2252
51 N 2.5860 0.8499 2.7711
52 C 2.4904 1.9601 3.5891
53 C 2.2686 3.0293 2.7954
54 N 2.2348 2.5489 1.5051
55 C 2.4350 1.2166 1.4874
56 S 2.5003 0.2216 0.0971
57 H 3.1049 -0.4735 4.2762
58 H 3.6515 -0.9405 2.6474
59 H 1.9339 -1.1121 3.0880
60 H 2.5811 1.8853 4.6575
61 H 2.1287 4.0679 3.0326
62 H 2.0912 3.0834 0.6645

The value obtained for the orbital gap (spin up / spin down) is 0.181 / 0.250 Eh. The maximum force is 0.011 Eh/bohr. The calculation puts the calculated total energy at -140551.979 eV. The total charge is +1. As for the energy above the lowest of the compared OMol25 structures with the same formula, charge and spin: 264.28 kJ/mol.